Below is a 7-piece molecular cluster, C35H90N6O12 overall in a non-equilibrium geometry, with properties calculated with ωB97M-V/def2-TZVPD.

CARTESIAN COORDINATES (ANGSTROEM)
H (27.812, 0.341, 2.175)
H (37.242, 5.529, -3.262)
H (31.627, 13.869, -7.534)
C (37.380, 2.930, 2.660)
C (33.969, 16.743, 5.301)
C (35.710, 14.006, 3.549)
C (35.737, 15.187, 4.514)
C (34.904, 11.744, 3.522)
O (37.655, 3.555, -4.057)
H (32.430, 10.872, -5.640)
N (34.329, 15.356, 4.941)
C (36.409, 2.944, -3.627)
C (33.070, 11.523, -7.489)
H (38.418, 0.498, 3.128)
H (37.421, 1.014, -3.221)
H (35.605, 10.923, 3.674)
N (27.732, 3.219, 0.452)
C (37.596, 4.959, -4.121)
H (30.943, -0.118, -1.422)
H (37.194, 1.214, -5.482)
H (43.559, 1.590, 3.424)
N (33.330, 12.773, -5.349)
H (36.994, 3.741, 2.043)
C (22.427, 16.598, -8.128)
H (32.168, 12.184, -1.985)
H (26.932, 0.626, 0.667)
H (36.666, 14.093, 3.034)
H (22.020, 17.500, -7.671)
C (22.811, 15.516, -7.029)
O (34.243, 16.681, 7.709)
H (37.083, 5.303, -5.020)
H (38.545, 5.394, -4.436)
H (33.148, 13.687, -5.739)
C (25.834, 11.075, -7.240)
H (30.291, 1.892, -0.319)
C (39.600, -1.795, -5.390)
O (33.119, 12.690, -8.275)
H (42.171, 0.908, 0.772)
H (40.442, -1.578, -6.048)
C (31.931, 13.374, -8.456)
H (40.807, 2.089, 2.347)
H (34.284, 18.345, 6.618)
C (30.273, -0.750, -0.839)
H (24.925, 10.573, -6.911)
H (29.558, -1.094, -1.587)
O (38.264, 2.197, 1.894)
O (31.271, 11.019, -3.379)
N (40.966, 1.101, 2.481)
H (25.545, 12.678, -9.484)
H (23.465, 13.547, -6.754)
H (29.006, 2.487, 1.734)
H (32.881, 16.801, 5.304)
H (35.722, 17.406, 6.519)
H (32.202, 14.071, -9.249)
H (30.828, 6.554, 0.277)
H (34.018, 10.993, -7.390)
C (31.390, 6.303, -0.622)
H (32.396, 10.818, -7.976)
H (33.971, 11.433, 3.993)
C (24.337, 14.302, -8.424)
H (44.517, 3.964, 3.431)
H (30.638, 7.225, -2.007)
C (36.511, 1.411, -3.672)
H (34.794, 11.926, 2.453)
H (35.059, 17.680, 9.398)
H (30.713, -1.628, -0.367)
H (28.439, 3.650, -0.125)
C (37.376, -1.263, -4.685)
H (33.432, 13.712, -3.562)
C (32.373, 11.809, -2.987)
H (26.279, 10.609, -8.119)
C (44.312, 3.849, 2.367)
H (22.313, 16.093, -10.917)
H (28.794, 1.365, -1.239)
O (38.419, -0.941, -5.601)
H (34.995, 14.172, 2.743)
C (34.636, 17.316, 6.547)
H (32.076, 7.091, -0.932)
H (36.249, 3.189, -2.577)
H (42.366, -0.342, 1.971)
H (39.378, -2.837, -5.619)
H (26.998, 3.045, -0.220)
H (22.130, 15.494, -6.177)
H (39.948, -1.650, -4.368)
H (40.037, -0.775, 1.783)
H (23.812, 14.586, -9.336)
H (35.888, -0.803, -6.089)
O (35.465, 12.802, 4.243)
C (42.226, 0.732, 1.846)
H (31.823, 13.618, -3.975)
H (33.457, 18.185, 8.731)
C (38.499, 0.755, 2.071)
C (29.317, 1.404, -0.284)
H (23.769, 15.916, -6.698)
H (29.714, 12.070, -2.268)
H (45.218, 3.480, 1.886)
H (23.349, 16.925, -8.609)
H (29.416, 12.091, -4.000)
H (37.075, -2.293, -4.875)
O (43.116, 3.035, 2.130)
H (36.592, 2.278, 3.038)
H (37.883, 3.316, 3.546)
C (32.732, 13.020, -4.031)
H (31.120, 12.725, -8.788)
O (21.394, 16.190, -9.001)
H (36.437, 14.992, 5.326)
H (20.543, 16.674, -10.754)
H (31.964, 5.384, -0.507)
H (44.084, 4.820, 1.927)
O (30.761, 6.280, -1.897)
H (35.792, 0.929, -3.009)
C (36.174, -0.451, -5.098)
H (37.686, -1.303, -3.640)
H (34.153, 17.443, 4.487)
C (28.467, 2.078, 0.879)
C (21.551, 16.618, -10.341)
C (32.480, 11.839, -6.141)
N (36.309, 0.990, -5.050)
H (26.698, 1.635, 2.115)
H (35.950, 16.061, 3.899)
H (35.403, -0.698, -4.368)
C (39.902, 0.304, 1.710)
C (34.115, 17.348, 8.964)
H (39.973, 0.720, 0.705)
C (24.963, 12.855, -8.579)
C (43.388, 1.643, 2.348)
H (31.480, 12.263, -6.219)
C (29.903, 11.534, -3.199)
H (24.160, 12.146, -8.778)
C (27.433, 1.111, 1.504)
H (21.775, 17.684, -10.362)
H (25.043, 15.094, -8.175)
H (33.614, 16.580, 9.552)
H (44.321, 1.361, 1.860)
H (35.634, 3.395, -4.248)
H (34.177, 14.826, 5.788)
O (25.688, 12.485, -7.415)
H (33.173, 11.080, -2.858)
H (37.636, 0.222, 1.673)
H (29.150, 10.774, -2.989)
N (23.266, 14.237, -7.464)
O (29.566, 0.064, 0.123)
H (26.619, 10.947, -6.494)

Forces on the atoms, in the same order (eV/Å):
0.447 -0.052 -0.379
-0.160 -0.498 0.344
-0.236 0.396 -0.090
-0.220 -0.743 0.949
0.299 -0.535 -0.300
0.670 0.588 -0.131
-2.183 -0.771 -0.757
0.600 -0.753 0.418
-0.250 -0.307 0.605
-0.221 0.190 0.396
0.239 1.222 0.633
1.303 0.134 0.722
-1.356 0.374 0.159
-0.153 0.411 0.589
0.699 0.548 -0.145
-0.085 -0.389 -0.401
0.448 1.572 -1.246
0.364 0.622 -1.478
0.697 -0.191 0.307
0.078 0.188 -0.666
-0.115 -0.699 0.243
-1.540 -0.849 0.290
-0.108 -0.067 0.141
-0.527 -0.902 0.828
0.112 0.677 -0.017
-0.305 -0.223 0.137
0.664 -0.977 -0.068
0.340 0.052 0.763
1.225 1.598 -0.156
-0.014 -2.082 0.616
-1.198 -0.217 0.023
0.744 -0.599 0.778
0.677 0.207 -0.788
0.934 0.664 0.030
0.006 0.453 -0.587
-0.947 0.668 -0.091
2.033 -0.668 -0.265
0.042 -0.019 -0.451
-0.409 0.766 -0.214
0.140 0.143 -0.294
-0.246 0.104 -0.166
-0.071 0.578 -0.160
-1.302 1.146 -0.156
-0.151 0.070 -0.188
-0.257 -0.288 -0.073
2.235 -1.753 -1.814
-2.556 0.078 -0.300
-0.974 -2.115 -0.354
0.673 0.739 -0.073
-0.136 0.483 0.361
1.087 -0.450 -0.330
-0.136 -0.142 0.874
0.296 -0.352 -0.478
-0.591 0.323 0.164
-0.466 -0.101 -0.279
0.335 0.723 -0.216
1.873 0.411 -1.138
-0.262 -0.313 -0.140
-0.268 0.189 -0.239
-0.372 -1.722 -0.327
-0.128 -0.083 0.144
-0.530 -0.120 -0.892
-0.459 0.886 -0.433
-0.134 0.161 0.027
0.090 -0.056 0.004
0.179 0.432 0.147
-0.130 1.295 -0.229
0.316 -1.080 -1.307
0.259 -0.296 0.553
0.422 0.941 -1.323
-0.411 -0.105 -0.405
-1.372 -0.222 -0.328
-0.247 -0.328 -0.040
-0.202 0.571 -0.112
1.731 -0.792 0.412
-0.521 0.075 0.263
-0.610 1.636 0.270
1.044 0.156 1.909
-0.133 0.466 0.169
0.552 0.108 0.325
-0.374 -0.153 0.388
-0.343 -0.619 0.007
-0.180 -0.259 -0.346
-0.028 -0.284 0.123
0.032 0.228 0.025
0.608 -0.066 -0.587
-0.112 0.207 -0.013
0.253 1.203 0.098
0.443 1.776 0.400
-0.638 -0.021 -0.838
-0.091 0.388 0.746
-1.177 0.900 2.611
-0.035 -0.779 2.193
-0.027 1.281 0.966
0.991 0.756 0.130
-0.133 -0.416 -0.184
0.001 -0.308 -0.567
0.907 0.285 -0.455
-0.056 -0.476 -0.040
1.240 0.064 -0.519
-0.535 0.163 -0.091
0.054 0.350 0.126
0.026 -0.918 2.598
-0.208 -0.145 -0.106
0.509 -0.770 -0.569
0.199 0.297 -0.034
0.124 -0.954 -0.451
-0.219 -0.018 0.210
-0.004 -0.013 0.173
-1.707 -0.331 0.187
-0.765 0.387 -0.188
-0.133 -0.031 0.728
0.172 0.821 0.206
0.693 -0.170 -0.320
-1.148 -1.938 0.890
-0.751 1.283 0.689
0.830 -0.269 0.731
0.466 -0.463 0.311
0.029 0.428 -0.296
0.565 0.100 0.269
-0.450 -0.217 -0.243
-0.055 3.384 -0.414
-0.458 -0.309 -1.774
0.464 -0.918 -0.787
-0.609 0.627 -0.122
-0.312 -0.137 0.519
-0.313 -0.345 -0.104
0.208 -0.280 0.784
-0.630 0.037 0.525
0.215 -0.385 -0.294
0.652 0.299 0.111
0.638 -0.041 0.055
0.115 0.475 0.436
0.084 -0.069 -0.255
-0.397 -0.574 0.023
-0.111 -0.377 0.006
-0.339 -0.139 -0.006
0.258 0.158 -0.341
0.378 -0.233 -0.892
0.705 -1.169 -0.512
-1.062 -1.613 -0.812
0.630 -0.944 0.003
-0.249 0.072 0.325

**ΔE to the lowest compared entry with this formula, charge and spin**: 98.8 kcal per mole
**E**: -2618.42943 Eh
**Orbital gap**: 8.670 eV
**Charge**: 0
**Structure (SMILES)**: COC[C@H](C)N.COCCNCCOC.COCCNCCOC.COCCNCCOC.COCCNCCOC.COCCNCCOC.CO

Here are the Mulliken charges for atoms 1 to 4, given in e: 0.31 0.30 0.20 -0.74

***

Below is a 11-piece molecular cluster, C35H91O13P overall in a non-equilibrium geometry, with properties calculated with ωB97M-V/def2-TZVPD.

CARTESIAN COORDINATES (ANGSTROEM)
H (-3.898, 4.231, 1.813)
C (-5.284, -1.451, 7.144)
C (5.448, 6.783, 5.748)
H (2.196, -0.373, -10.594)
C (0.992, -4.396, -1.805)
H (2.387, -3.764, -3.291)
H (-1.244, -0.479, -2.748)
C (-0.518, -4.585, -1.602)
H (-0.655, -7.081, 0.637)
H (-3.486, 0.918, -4.258)
C (2.083, -4.765, 2.775)
H (-1.844, -3.103, -0.865)
C (-1.954, -4.665, 0.536)
H (-4.529, 4.683, -3.740)
C (-5.220, -1.807, 8.617)
H (-1.131, -4.410, -2.479)
H (0.346, -0.313, -3.433)
H (-1.548, -2.702, -3.659)
H (-0.876, -5.940, 8.343)
H (6.554, -3.503, 0.771)
H (-0.669, -5.628, -1.343)
H (-1.258, 1.242, -8.641)
H (-2.987, 2.562, -5.804)
C (-1.289, 1.981, -9.437)
H (0.080, -1.344, -2.016)
C (4.081, 4.188, 1.042)
H (-2.347, -4.176, 6.312)
P (4.794, -2.941, 1.817)
H (0.168, 0.826, 1.564)
C (-1.833, -4.334, 7.262)
C (-0.124, -6.307, 1.189)
H (-1.431, 1.756, -6.019)
C (4.412, -4.521, 2.749)
H (0.456, -5.462, 3.933)
O (0.784, -0.007, -8.339)
H (0.039, -4.163, -4.297)
H (-2.432, 6.672, 1.068)
H (5.897, 8.897, 5.773)
H (2.098, 2.379, 1.207)
H (-4.627, -0.606, 6.922)
H (0.032, 1.640, -0.005)
H (-2.441, -5.475, -0.010)
H (-1.450, 4.090, -7.961)
H (-6.572, 3.840, -1.972)
C (1.255, -5.890, 3.334)
H (-5.540, 5.865, -1.099)
H (-0.820, -1.729, -4.886)
C (2.162, 0.291, -8.544)
H (5.056, 6.105, 1.250)
C (-1.397, -5.780, 7.394)
H (1.896, -6.430, 4.027)
O (6.452, -2.989, 1.583)
C (-2.218, 1.975, -5.300)
H (-4.910, 6.832, 1.357)
C (5.024, 8.240, 5.737)
H (-3.324, -1.411, 8.828)
C (0.625, 0.933, 0.574)
H (5.220, -4.690, 3.463)
H (-2.289, 5.882, 2.631)
C (4.440, -1.555, 2.990)
H (4.577, 6.132, 5.691)
C (4.960, 5.165, 1.800)
O (0.561, -0.320, -0.103)
H (-4.779, 6.047, 2.939)
C (-1.656, 2.732, -4.110)
C (-5.317, 4.900, -3.020)
H (-0.373, -3.230, 0.147)
C (-4.757, 5.663, -1.834)
H (3.476, -1.165, 2.709)
H (-0.891, 2.138, -3.606)
C (-1.114, -5.263, 1.671)
C (-2.429, 2.957, -9.211)
O (6.273, 6.478, 4.627)
H (0.536, -5.847, 0.460)
H (1.713, -2.461, -2.406)
H (-6.300, -1.188, 6.847)
H (4.380, -5.372, 2.073)
H (-1.216, 3.681, -4.422)
H (4.516, 3.950, 0.065)
H (2.865, 5.540, 0.341)
H (-0.966, -3.667, 7.274)
H (1.400, -4.040, -0.862)
H (0.717, -0.942, -8.113)
H (4.484, 8.472, 4.818)
O (3.202, -4.446, 3.513)
H (1.475, -5.356, -1.988)
C (-4.324, 6.128, 1.947)
H (2.661, -1.612, -9.437)
C (-0.325, -1.022, -2.955)
C (-1.125, -3.781, -0.411)
O (-5.869, 3.653, -2.603)
H (2.659, 0.697, 1.262)
H (-1.789, -5.679, 2.419)
H (-0.562, -4.433, 2.104)
H (5.957, 4.754, 1.962)
H (0.158, -7.614, 2.838)
O (-3.896, -2.167, 9.004)
O (-0.533, -6.161, 6.322)
H (-6.094, 5.484, -3.526)
O (1.822, -4.147, 1.813)
H (-5.860, -2.662, 8.832)
H (-2.260, -6.444, 7.360)
H (-2.825, 7.570, 2.547)
H (3.796, -0.308, -9.831)
H (-4.322, 6.614, -2.151)
H (-2.442, 2.935, -3.376)
H (7.053, 7.042, 4.675)
H (5.220, -0.823, 2.811)
H (-5.555, -0.964, 9.231)
C (-2.884, 6.596, 2.057)
H (4.520, 5.404, 2.768)
H (-1.398, 1.464, -10.393)
O (-2.780, 0.728, -4.886)
H (4.382, 8.469, 6.589)
H (-3.991, 5.076, -1.330)
H (1.092, -2.980, -4.980)
H (2.708, 0.115, -7.611)
H (-3.384, 2.432, -9.195)
H (-2.502, -4.048, 8.074)
H (2.228, 1.352, -8.784)
H (3.971, 3.262, 1.601)
C (2.744, -0.547, -9.667)
C (2.057, 1.417, 0.699)
C (0.510, -3.201, -4.088)
C (-0.635, -2.167, -3.907)
H (1.588, -7.466, 1.883)
H (-2.464, 3.710, -10.006)
O (-4.405, 4.865, 1.293)
H (-2.757, -4.056, 0.944)
O (-2.288, 3.614, -7.953)
C (1.442, -3.391, -2.894)
H (-4.946, -2.291, 6.535)
H (5.994, 6.549, 6.668)
C (0.763, -6.889, 2.290)
H (-0.328, 2.501, -9.430)
H (1.075, -0.956, 0.410)
O (2.773, 4.725, 0.845)
H (2.515, 1.519, -0.286)
H (4.446, -1.883, 4.026)
H (0.239, -5.584, 6.355)

Forces on the atoms, in the same order (eV/Å):
-0.060 0.039 -0.082
0.009 -0.063 -0.021
0.280 0.262 -0.033
0.022 0.058 0.006
-0.158 0.529 -0.310
0.156 -0.055 0.007
-0.091 0.134 0.056
0.188 -0.224 1.118
-0.025 -0.344 0.139
0.061 -0.007 -0.074
0.268 -0.643 1.706
0.187 0.601 0.165
0.439 0.069 0.229
-0.060 -0.130 -0.025
0.231 0.264 -0.138
0.199 0.043 -0.272
0.309 0.057 0.085
-0.147 0.121 0.352
-0.137 -0.023 0.078
0.186 0.318 0.070
-0.060 -0.246 -0.186
-0.019 -0.029 -0.032
0.135 0.093 -0.106
-0.202 0.041 0.012
0.136 -0.049 0.312
0.125 0.533 -0.153
-0.041 -0.045 0.020
-1.235 0.210 -1.970
-0.036 0.167 0.015
-0.049 -0.051 -0.013
0.538 0.356 -0.205
-0.074 -0.132 -0.040
0.745 0.861 0.770
-0.301 0.018 -0.107
0.090 -0.003 0.000
0.054 -0.160 -0.135
-0.043 0.041 -0.009
-0.003 -0.007 0.094
-0.057 0.014 -0.022
-0.071 0.056 0.022
-0.051 -0.086 -0.056
-0.059 -0.012 -0.218
-0.081 -0.066 -0.013
0.107 -0.042 -0.028
0.926 -0.222 0.288
-0.007 0.043 -0.023
-0.229 0.010 -0.133
-0.057 -0.388 0.045
0.080 -0.036 -0.044
0.267 0.302 -0.066
-0.013 -0.030 0.219
-0.303 -0.346 0.862
-0.313 -0.005 0.455
-0.054 -0.090 -0.053
-0.047 -0.002 -0.047
-0.038 -0.093 0.026
0.275 -0.303 0.115
-0.023 -0.145 0.146
-0.024 0.043 0.072
0.971 -1.246 0.110
0.060 -0.073 -0.074
-0.063 -0.063 -0.013
-0.001 0.099 0.190
-0.036 0.162 0.003
0.070 -0.017 0.024
-0.223 0.076 0.361
0.066 0.155 0.003
0.095 0.045 -0.110
-0.252 0.134 -0.011
0.027 0.005 -0.054
-0.378 0.181 -0.394
0.441 0.119 -0.044
-0.047 -0.062 -0.013
0.034 0.178 -0.144
-0.154 0.340 -0.151
0.019 0.026 -0.014
-0.018 0.042 -0.235
-0.026 0.016 0.029
0.094 -0.125 0.068
-0.027 -0.086 0.058
0.003 -0.007 0.089
0.140 -0.120 0.191
-0.032 0.104 0.016
-0.043 -0.042 0.023
0.103 -0.674 0.235
-0.126 -0.135 -0.167
0.264 -0.254 0.151
0.080 0.008 0.048
-0.717 -0.093 -0.480
-0.798 -0.714 -1.025
0.060 -0.093 -0.169
-0.041 0.021 0.049
0.040 -0.110 0.257
-0.031 0.038 0.316
0.009 0.053 0.027
0.028 -0.097 0.187
-0.047 -0.065 0.063
-0.018 -0.088 -0.076
0.108 0.076 -0.087
-0.470 1.221 -2.274
0.087 -0.044 0.077
0.067 -0.082 -0.072
0.023 -0.018 0.017
0.000 -0.036 0.002
-0.032 0.010 0.008
-0.020 0.078 -0.045
-0.073 -0.072 -0.024
0.011 0.244 0.057
-0.150 -0.041 -0.017
0.007 0.028 -0.059
0.050 -0.062 0.029
0.047 0.003 0.000
0.083 -0.133 -0.057
0.024 0.026 0.001
-0.003 0.003 -0.010
0.166 0.278 -0.036
0.116 0.108 -0.041
-0.038 0.075 0.117
0.016 0.061 -0.020
-0.107 0.017 0.047
-0.081 -0.004 -0.014
-0.020 0.037 -0.058
-0.024 -0.069 0.014
-0.445 0.000 0.385
0.603 -0.105 -0.551
0.260 0.093 -0.192
-0.095 -0.086 -0.082
-0.073 0.028 0.008
-0.079 0.020 0.273
-0.138 0.142 -0.030
0.397 -0.529 0.000
-0.053 -0.028 0.022
-0.138 -0.024 0.082
-1.159 -0.147 0.227
-0.003 0.004 -0.078
-0.032 0.013 -0.073
-0.078 -0.122 0.059
-0.050 0.062 -0.009
-0.018 0.202 0.193
-0.061 -0.074 0.018

**E**: -2707.46363 Eh
**Orbital gap**: 8.478 eV
**Charge**: 0
**Structure (SMILES)**: CCCCCCCCCCCCC(=O)OCP(C)O.CCO.CCO.CCO.CCO.CCO.CCO.CCO.CCO.CCO.CCO

Here are the Mulliken charges for atoms 1 to 4, given in e: 0.27 -0.97 -0.24 0.27

***

Number 1: LUMO level 0.34 eV. Number 2: LUMO level 0.53 eV.